{
  "formula": "C20H58BN17O12",
  "method": "wB97M-V/def2-TZVPD",
  "species": ["C", "C", "C", "C", "C", "C", "C", "O", "C", "O", "N", "C", "C", "C", "B", "O", "O", "C", "H", "H", "H", "H", "H", "H", "H", "H", "H", "H", "H", "H", "H", "H", "H", "H", "H", "H", "H", "H", "H", "H", "H", "H", "H", "H", "N", "C", "N", "O", "H", "H", "H", "H", "N", "C", "N", "O", "H", "H", "H", "H", "N", "C", "N", "O", "H", "H", "H", "H", "N", "C", "N", "O", "H", "H", "H", "H", "N", "C", "N", "O", "H", "H", "H", "H", "N", "C", "N", "O", "H", "H", "H", "H", "N", "C", "N", "O", "H", "H", "H", "H", "N", "C", "N", "O", "H", "H", "H", "H"],
  "coordinates": [[-3.19770, -2.73794, 0.29510], [-2.94605, -1.18911, 0.64731], [-1.98860, -0.93549, 1.89867], [-0.41777, -1.07819, 1.60321], [-0.04004, -1.64832, 0.15960], [1.53995, -1.29970, -0.07370], [1.72030, -0.22651, -1.28135], [2.02415, 1.11505, -0.81582], [0.96590, 1.66025, -0.05484], [-0.20483, 1.49551, -0.47804], [1.15551, 2.35885, 1.21611], [2.46934, 2.04143, 1.86137], [2.18887, 1.95390, 3.45975], [2.02860, 0.43181, 3.98402], [0.89371, 3.82489, 1.09629], [1.84763, 4.88743, 1.29494], [-0.46443, 4.22410, 0.76586], [-0.44462, 4.84084, -0.55157], [-2.63657, -3.35664, 1.06378], [-4.32824, -2.89642, 0.32404], [-2.82453, -2.89460, -0.77714], [-3.96499, -0.72713, 0.92505], [-2.61613, -0.60640, -0.28989], [-2.33583, -1.55299, 2.80475], [-2.16059, 0.16009, 2.21596], [-0.01550, -1.84559, 2.36526], [0.09031, -0.09391, 1.86881], [-0.58356, -1.16315, -0.70789], [-0.10828, -2.78626, 0.18115], [1.92132, -0.76839, 0.86617], [2.16185, -2.22811, -0.29608], [2.63315, -0.56242, -1.89524], [0.84075, -0.25325, -2.01445], [2.87691, 1.00905, 1.56672], [3.31033, 2.77433, 1.59654], [3.09767, 2.37611, 4.01965], [1.25259, 2.54637, 3.76937], [2.40291, -0.30785, 3.20247], [0.93176, 0.28465, 4.25245], [2.63280, 0.22775, 4.93850], [1.90004, 5.14938, 2.24163], [0.34491, 5.67477, -0.62781], [-1.45281, 5.36376, -0.71449], [-0.32067, 4.07516, -1.39923], [-5.59198, -5.73798, -1.00961], [-4.33921, -6.24429, -0.95097], [-4.08272, -7.22737, -1.85726], [-3.50316, -5.85237, -0.15141], [-6.29018, -6.04752, -1.66156], [-5.82220, -5.00653, -0.35700], [-3.16098, -7.63182, -1.84737], [-4.75605, -7.56341, -2.52267], [-4.25072, -2.47047, 6.78881], [-4.07654, -2.63172, 5.45140], [-4.92313, -3.51848, 4.86985], [-3.22457, -2.02615, 4.82083], [-4.94429, -2.95823, 7.32501], [-3.64071, -1.82046, 7.25539], [-4.82411, -3.66481, 3.87824], [-5.62975, -4.02649, 5.36886], [-6.98989, -1.98781, -3.00239], [-5.78465, -1.81970, -2.40208], [-4.85708, -1.17810, -3.15738], [-5.55043, -2.21421, -1.27026], [-7.20090, -1.67145, -3.93055], [-7.70335, -2.46037, -2.47378], [-3.94963, -1.03446, -2.74517], [-5.02717, -0.84570, -4.08849], [-5.67129, -4.92654, -6.12668], [-5.38835, -5.26323, -4.84181], [-4.10351, -5.63708, -4.62206], [-6.22844, -5.23089, -3.95290], [-4.99832, -4.94576, -6.87065], [-6.61541, -4.64362, -6.32941], [-3.85418, -5.89583, -3.67884], [-3.40090, -5.66894, -5.33780], [4.96946, 5.40485, 2.98541], [5.78390, 4.49035, 3.56998], [6.68080, 5.00142, 4.44898], [5.70959, 3.29754, 3.32031], [5.00847, 6.39010, 3.17156], [4.28971, 5.05682, 2.32765], [7.30149, 4.34981, 4.90092], [6.75653, 5.97782, 4.66712], [8.53252, 3.34860, 9.24310], [8.67363, 3.17369, 7.90434], [7.80377, 2.29078, 7.35427], [9.51683, 3.76477, 7.24672], [7.84672, 2.87281, 9.79985], [9.15997, 3.99640, 9.68948], [7.87663, 2.13325, 6.36260], [7.10415, 1.79546, 7.87582], [2.23813, 0.70706, -5.67474], [1.04395, 1.35111, -5.75261], [0.82993, 2.26882, -4.77822], [0.22809, 1.12054, -6.63292], [2.92225, 0.88156, -4.96069], [2.43408, 0.01694, -6.38121], [-0.04416, 2.76728, -4.80148], [1.48758, 2.47202, -4.04691], [2.28455, 4.08779, -8.36364], [3.57333, 3.76165, -8.63758], [3.97115, 2.56121, -8.14392], [4.31638, 4.49003, -9.27755], [1.65799, 3.50226, -7.83976], [1.95121, 4.97054, -8.71262], [4.92050, 2.28205, -8.32592], [3.37520, 1.94931, -7.61567]],
  "smiles": "CCCCCCCOC(=O)N(CCC)B(O)OC.NC(N)=O.NC(N)=O.NC(N)=O.NC(N)=O.NC(N)=O.NC(N)=O.NC(N)=O.NC(N)=O",
  "spin_multiplicity": 1,
  "homo_energy_ev": -9.23,
  "orbital_gap_ev": 9.531,
  "lumo_ev": 0.3
}